Formula: C25H27ClN2O5
Source: the OMol25 dataset
Level of theory: ωB97M-V/def2-TZVPD

Output
LUMO: 0.57 eV
2S+1: 1
Total charge: 0
HOMO level: -8.4 eV
Relative energy (zero: lowest compared OMol25 entry of this formula, charge and spin): 1.5 kcal/mol
HOMO-LUMO gap: 8.93 eV

```
60
C25H27ClN2O5 | the OMol25 dataset | ωB97M-V/def2-TZVPD
C 2.04872 0.37802 2.15946
C 1.73601 -0.29594 0.85948
C 0.66074 0.04977 0.09802
C -0.09256 1.27679 0.28669
O 0.16894 2.17732 1.07529
O -1.11453 1.36170 -0.57142
C -2.04765 2.42908 -0.42827
C -3.36687 1.84364 0.00159
C -4.48382 1.90444 -0.81815
C -5.67439 1.32147 -0.42043
C -5.75385 0.66243 0.79379
C -4.64004 0.59171 1.61321
C -3.45320 1.18058 1.21952
C 0.21930 -0.80984 -1.06740
C -1.24762 -1.19535 -0.96579
C -2.11067 -0.93473 -2.02382
C -3.45009 -1.26732 -1.96047
C -3.95456 -1.88451 -0.82896
C -3.11280 -2.17387 0.22768
C -1.77083 -1.83435 0.15337
Cl -0.76123 -2.23829 1.49993
N 1.00959 -2.02125 -1.11920
C 2.12370 -2.31415 -0.42475
O 2.74075 -3.34449 -0.59064
N 2.52627 -1.36477 0.51779
C 3.88799 -1.53151 1.00064
C 4.90503 -1.27419 -0.12365
C 4.69696 0.04760 -0.86478
C 5.12933 1.28063 -0.06995
C 4.56146 2.57356 -0.67744
C 3.05972 2.58763 -0.49495
O 2.26908 2.17110 -1.30564
O 2.71027 3.06162 0.69208
H 2.89495 1.05716 2.08301
H 2.26791 -0.37869 2.91143
H 1.19425 0.96008 2.48768
H -1.66545 3.14020 0.31401
H -2.12849 2.92014 -1.40125
H -4.42223 2.41298 -1.76927
H -6.54098 1.37830 -1.06267
H -6.68238 0.20489 1.10188
H -4.69668 0.07892 2.56185
H -2.58359 1.12654 1.85869
H 0.35420 -0.24059 -2.00182
H -1.71875 -0.44162 -2.90064
H -4.10089 -1.04319 -2.79149
H -5.00042 -2.14174 -0.76639
H -3.48780 -2.66124 1.11388
H 0.71153 -2.73165 -1.77089
H 4.06718 -0.86014 1.83446
H 4.00461 -2.56362 1.34278
H 5.90567 -1.30538 0.31153
H 4.82426 -2.09230 -0.83996
H 5.26833 0.01739 -1.79484
H 3.64590 0.14474 -1.14144
H 6.21945 1.34458 -0.05776
H 4.79536 1.20646 0.96606
H 4.98473 3.43786 -0.16609
H 4.79550 2.61706 -1.74083
H 1.74534 2.92622 0.86798
```

Atomic partial charges in e from the Mulliken method, atoms 1 to 5: -2.3002 1.0853 -0.0158 0.9489 -0.9535

---

Formula: C25H27CuN7O3P
Source: the OMol25 dataset
Level of theory: ωB97M-V/def2-TZVPD

Output
LUMO (spin up / spin down): -2.76 / -3.02 eV
2S+1: 2
Total charge: +1
<S²>: 0.754
HOMO level (spin up / spin down): -9.8 / -10.9 eV
Relative energy (zero: lowest compared OMol25 entry of this formula, charge and spin): 3.3 kcal/mol
HOMO-LUMO gap (spin up / spin down): 7.05 / 7.85 eV

```
64
C25H27CuN7O3P | the OMol25 dataset | ωB97M-V/def2-TZVPD
Cu 11.00421 11.63982 11.32393
O 15.60443 13.16784 12.76814
C 14.93764 13.96609 12.31250
C 14.16161 14.88430 11.80190
C 14.55837 16.28797 11.63858
C 14.18193 16.96506 10.54773
C 13.45060 16.52047 9.39351
C 12.83170 15.35780 9.18847
C 12.56295 14.21517 10.10568
P 10.76736 13.58325 10.15306
C 9.66156 15.02288 10.58935
C 9.68732 16.33346 10.12056
C 8.69067 17.22042 10.31405
C 7.58888 16.87280 11.12846
C 7.53943 15.58955 11.60677
C 8.52417 14.66016 11.32578
C 10.27496 13.35918 8.40195
C 9.79623 14.32437 7.56186
C 9.62641 14.16910 6.25752
C 9.88811 12.91401 5.69205
C 10.38532 11.86605 6.44368
C 10.60062 12.05379 7.82409
H 15.28914 16.70437 12.42771
H 14.68155 17.94872 10.35606
H 13.56486 17.24028 8.55571
H 12.30181 15.24164 8.24042
H 10.60052 16.69444 9.59292
H 8.79047 18.22380 10.02729
H 6.86863 17.59965 11.45680
H 6.74611 15.26910 12.23052
H 8.28494 13.61485 11.51514
H 9.51728 15.23485 8.03835
H 9.18614 14.92675 5.69620
H 9.80589 12.78558 4.61439
H 10.65184 10.92000 6.03026
H 10.96467 11.18646 8.35962
N 11.65031 12.17524 13.34475
N 11.79607 13.57355 13.62878
C 11.86826 14.42171 12.48593
N 11.65997 15.71130 12.85939
N 12.87417 14.39225 11.47444
N 13.34571 12.91980 9.57999
O 13.81537 13.02738 8.45966
O 13.54457 11.96357 10.34496
H 11.15203 11.82816 14.12386
H 12.57178 11.74020 13.47540
H 12.38507 13.73646 14.41505
H 10.81975 15.77499 13.42630
H 11.68265 16.43185 12.10474
C 12.35595 7.82890 7.80921
C 11.51946 8.29153 8.96427
C 10.17204 8.20005 9.25589
C 9.89455 9.01763 10.36395
N 11.01747 9.71763 10.62303
N 11.99048 9.22862 9.82686
C 8.62269 9.28489 11.07568
H 13.19272 7.19510 8.16527
H 12.65590 8.72015 7.33748
H 11.76497 7.35244 7.00029
H 9.42760 7.64238 8.75375
H 12.87014 9.77404 9.83569
H 8.64978 9.05573 12.13338
H 7.80395 8.71815 10.65536
H 8.37487 10.33969 11.01960
```

Atomic partial charges in e from the Mulliken method, atoms 1 to 5: -0.8377 -0.3768 0.2463 0.5715 -1.0465

---

Please write out number 2 again, unchanged.
Formula: C25H27CuN7O3P
Source: the OMol25 dataset
Level of theory: ωB97M-V/def2-TZVPD

Output
LUMO (spin up / spin down): -2.76 / -3.02 eV
2S+1: 2
Total charge: +1
<S²>: 0.754
HOMO level (spin up / spin down): -9.8 / -10.9 eV
Relative energy (zero: lowest compared OMol25 entry of this formula, charge and spin): 3.3 kcal/mol
HOMO-LUMO gap (spin up / spin down): 7.05 / 7.85 eV

```
64
C25H27CuN7O3P | the OMol25 dataset | ωB97M-V/def2-TZVPD
Cu 11.00421 11.63982 11.32393
O 15.60443 13.16784 12.76814
C 14.93764 13.96609 12.31250
C 14.16161 14.88430 11.80190
C 14.55837 16.28797 11.63858
C 14.18193 16.96506 10.54773
C 13.45060 16.52047 9.39351
C 12.83170 15.35780 9.18847
C 12.56295 14.21517 10.10568
P 10.76736 13.58325 10.15306
C 9.66156 15.02288 10.58935
C 9.68732 16.33346 10.12056
C 8.69067 17.22042 10.31405
C 7.58888 16.87280 11.12846
C 7.53943 15.58955 11.60677
C 8.52417 14.66016 11.32578
C 10.27496 13.35918 8.40195
C 9.79623 14.32437 7.56186
C 9.62641 14.16910 6.25752
C 9.88811 12.91401 5.69205
C 10.38532 11.86605 6.44368
C 10.60062 12.05379 7.82409
H 15.28914 16.70437 12.42771
H 14.68155 17.94872 10.35606
H 13.56486 17.24028 8.55571
H 12.30181 15.24164 8.24042
H 10.60052 16.69444 9.59292
H 8.79047 18.22380 10.02729
H 6.86863 17.59965 11.45680
H 6.74611 15.26910 12.23052
H 8.28494 13.61485 11.51514
H 9.51728 15.23485 8.03835
H 9.18614 14.92675 5.69620
H 9.80589 12.78558 4.61439
H 10.65184 10.92000 6.03026
H 10.96467 11.18646 8.35962
N 11.65031 12.17524 13.34475
N 11.79607 13.57355 13.62878
C 11.86826 14.42171 12.48593
N 11.65997 15.71130 12.85939
N 12.87417 14.39225 11.47444
N 13.34571 12.91980 9.57999
O 13.81537 13.02738 8.45966
O 13.54457 11.96357 10.34496
H 11.15203 11.82816 14.12386
H 12.57178 11.74020 13.47540
H 12.38507 13.73646 14.41505
H 10.81975 15.77499 13.42630
H 11.68265 16.43185 12.10474
C 12.35595 7.82890 7.80921
C 11.51946 8.29153 8.96427
C 10.17204 8.20005 9.25589
C 9.89455 9.01763 10.36395
N 11.01747 9.71763 10.62303
N 11.99048 9.22862 9.82686
C 8.62269 9.28489 11.07568
H 13.19272 7.19510 8.16527
H 12.65590 8.72015 7.33748
H 11.76497 7.35244 7.00029
H 9.42760 7.64238 8.75375
H 12.87014 9.77404 9.83569
H 8.64978 9.05573 12.13338
H 7.80395 8.71815 10.65536
H 8.37487 10.33969 11.01960
```

Atomic partial charges in e from the Mulliken method, atoms 1 to 5: -0.8377 -0.3768 0.2463 0.5715 -1.0465